No. 1
Entry from OMol25: a molecular structure, C33H24HgN9OS2 (ωB97M-V/def2-TZVPD).

Positions of all 70 atoms, in Å:
1 Hg 0.913 -1.132 -1.629
2 C 0.909 1.451 -8.177
3 C 2.172 1.973 -7.827
4 C 2.724 1.735 -6.615
5 C 2.008 0.967 -5.528
6 C 0.728 0.340 -6.036
7 C 0.225 0.623 -7.260
8 N 2.249 1.541 -3.015
9 N 2.829 2.644 -2.339
10 C 2.824 2.506 -1.032
11 C 3.464 3.549 -0.263
12 C 3.531 3.468 1.089
13 C 2.978 2.348 1.755
14 C 2.381 1.397 0.958
15 N 2.264 1.435 -0.371
16 H 0.477 1.672 -9.144
17 H 2.713 2.583 -8.540
18 H 3.693 2.136 -6.350
19 H 0.206 -0.284 -5.325
20 H -0.729 0.194 -7.543
21 H 3.887 4.380 -0.814
22 H 4.020 4.258 1.653
23 H 3.024 2.226 2.828
24 H 1.954 0.514 1.426
25 S 2.356 -2.667 -0.453
26 C 1.212 -3.955 -0.051
27 C 1.687 -4.892 0.878
28 C 0.932 -5.965 1.312
29 C -0.356 -6.121 0.813
30 C -0.841 -5.205 -0.099
31 C -0.092 -4.109 -0.565
32 S -0.867 -3.061 -1.736
33 H 2.690 -4.753 1.263
34 H 1.343 -6.663 2.032
35 H -0.982 -6.947 1.134
36 H -1.845 -5.316 -0.491
37 N -3.590 0.766 4.501
38 C -4.046 0.629 5.791
39 C -5.035 1.281 6.517
40 C -5.223 0.870 7.825
41 C -4.452 -0.156 8.388
42 C -3.470 -0.799 7.658
43 C -3.264 -0.399 6.339
44 N -2.361 -0.865 5.404
45 C -2.581 -0.155 4.328
46 C -1.856 -0.285 3.059
47 C -2.168 0.502 1.951
48 C -1.436 0.327 0.790
49 N -0.444 -0.547 0.691
50 C -0.143 -1.303 1.742
51 C -0.826 -1.211 2.947
52 H -3.911 1.419 3.811
53 H -5.632 2.074 6.084
54 H -5.982 1.353 8.428
55 H -4.633 -0.445 9.415
56 H -2.871 -1.593 8.085
57 H -2.956 1.244 1.961
58 H -1.642 0.918 -0.096
59 H 0.679 -1.995 1.601
60 H -0.562 -1.838 3.785
61 N 0.033 2.480 -2.520
62 C 0.813 1.435 -3.119
63 O 0.284 0.209 -3.138
64 C 1.681 1.885 -4.321
65 C 1.556 3.280 -4.680
66 N 1.406 4.379 -4.984
67 C 2.937 -0.100 -5.104
68 N 3.732 -0.899 -4.888
69 H 0.222 2.431 -1.520
70 H -0.939 2.239 -2.672

Results
Total energy, a.u.: -2789.764658
Highest occupied orbital energy (alpha / beta), eV: -0.98 / -0.98
HOMO-LUMO gap (alpha / beta), eV: 4.452 / 4.451
Multiplicity: 2
Total charge: -2
LUMO level (alpha / beta), Eh: 0.128 / 0.128
ΔE to the lowest compared entry with this formula, charge and spin, kJ/mol: 502.6
Largest force on an atom, eV/A: 0.43

No. 2
Entry from OMol25: a molecular structure, C33H24N7O7ReS2 (ωB97M-V/def2-TZVPD).

Positions of all 74 atoms, in Å:
1 Re 0.723 0.324 -0.924
2 C 0.031 3.127 2.373
3 C 0.639 2.655 1.095
4 N 0.337 1.515 0.595
5 N -0.361 0.409 0.938
6 C 0.146 -0.302 2.063
7 S 1.364 0.175 3.029
8 S -0.825 -1.745 2.213
9 C -0.017 -2.671 3.538
10 C -0.575 -2.473 4.929
11 C -0.389 -3.493 5.857
12 C -0.837 -3.354 7.161
13 C -1.485 -2.192 7.553
14 C -1.679 -1.173 6.633
15 C -1.226 -1.312 5.329
16 C 1.582 3.459 0.328
17 C 1.854 4.777 0.725
18 C 2.761 5.558 0.049
19 C 3.437 5.026 -1.048
20 C 3.198 3.733 -1.458
21 C 2.269 2.928 -0.789
22 O 2.108 1.686 -1.258
23 H 0.809 3.351 3.101
24 H -0.540 4.039 2.189
25 H -0.629 2.370 2.784
26 H -0.112 -3.717 3.244
27 H 1.042 -2.409 3.497
28 H 0.115 -4.405 5.557
29 H -0.686 -4.157 7.871
30 H -1.841 -2.083 8.569
31 H -2.187 -0.264 6.931
32 H -1.383 -0.510 4.620
33 H 1.342 5.184 1.587
34 H 2.953 6.573 0.372
35 H 4.162 5.629 -1.580
36 H 3.728 3.302 -2.297
37 O 4.991 -3.459 -2.463
38 C 4.486 -2.898 -3.544
39 O 4.857 -3.150 -4.658
40 C 3.369 -1.917 -3.352
41 C 2.752 -1.268 -4.404
42 N 1.798 -0.479 -3.891
43 N 1.764 -0.568 -2.556
44 C 2.711 -1.437 -2.213
45 C 2.836 -1.706 -0.746
46 O 3.628 -2.528 -0.327
47 O 1.996 -1.029 -0.025
48 H 4.562 -3.153 -1.627
49 H 2.953 -1.332 -5.461
50 H 1.192 0.164 -4.373
51 O -5.223 -2.811 -3.398
52 N -5.377 -1.640 -3.115
53 O -6.421 -1.033 -3.177
54 C -4.166 -0.866 -2.757
55 C -4.199 0.451 -3.043
56 C -3.063 1.281 -2.796
57 C -3.024 2.649 -3.109
58 C -1.879 3.356 -2.838
59 C -0.793 2.709 -2.246
60 N -0.807 1.417 -1.940
61 C -1.932 0.704 -2.218
62 C -1.917 -0.691 -1.903
63 N -0.772 -1.162 -1.347
64 C -0.685 -2.444 -1.027
65 C -1.743 -3.324 -1.242
66 C -2.908 -2.870 -1.805
67 C -3.019 -1.511 -2.169
68 H -5.096 0.876 -3.472
69 H -3.887 3.127 -3.555
70 H -1.801 4.410 -3.062
71 H 0.112 3.254 -2.008
72 H 0.243 -2.771 -0.578
73 H -1.635 -4.360 -0.954
74 H -3.730 -3.546 -1.978

Results
Total energy, a.u.: -3056.392759
Highest occupied orbital energy (alpha / beta), eV: -10.89 / -10.89
HOMO-LUMO gap (alpha / beta), eV: 6.591 / 6.583
Multiplicity: 2
Total charge: +1
LUMO level (alpha / beta), Eh: -0.158 / -0.158
ΔE to the lowest compared entry with this formula, charge and spin, kJ/mol: 0.0
Largest force on an atom, eV/A: 0.41

No. 3
Entry from OMol25: a single C33H25BrClF10IN2O6S2 molecule in a non-equilibrium geometry (ωB97M-V/def2-TZVPD).

Positions of all 81 atoms, in Å:
1 C -5.332 -4.190 -1.453
2 C -3.822 -4.564 -1.526
3 C -3.111 -3.440 -2.310
4 C -1.581 -3.524 -2.268
5 O -0.937 -2.643 -3.221
6 C -0.462 -1.507 -2.619
7 C 0.715 -1.596 -1.883
8 C 1.462 -2.937 -1.760
9 O 2.539 -3.053 -2.690
10 C 3.792 -3.062 -2.126
11 C 4.207 -3.938 -1.137
12 C 5.485 -3.878 -0.627
13 C 6.400 -2.938 -1.074
14 C 5.973 -2.046 -2.052
15 C 4.696 -2.107 -2.560
16 C 1.253 -0.481 -1.231
17 S 2.744 -0.465 -0.253
18 C 0.553 0.727 -1.332
19 C -0.631 0.800 -2.048
20 C -1.160 -0.301 -2.725
21 C -2.443 -0.107 -3.524
22 F -3.441 0.352 -2.710
23 F -2.916 -1.233 -4.099
24 C -2.309 0.936 -4.707
25 F -3.144 1.986 -4.533
26 F -1.034 1.337 -4.903
27 S -1.419 2.412 -2.031
28 C -1.100 2.888 -0.339
29 C -2.028 3.544 0.443
30 C -3.391 3.863 -0.176
31 N -3.183 4.922 -1.191
32 C -1.648 3.898 1.729
33 Cl -2.875 4.732 2.678
34 C -0.389 3.622 2.255
35 C -0.086 4.106 3.663
36 O -0.383 5.240 3.953
37 C 0.628 3.268 4.789
38 F 0.342 3.887 5.953
39 F 1.977 3.350 4.673
40 C 0.141 1.801 4.969
41 F -1.024 1.813 5.652
42 F -0.038 1.132 3.813
43 C 1.117 0.924 5.835
44 F 1.701 1.652 6.802
45 F 2.123 0.422 5.077
46 C 0.331 -0.218 6.583
47 O 0.013 -0.015 7.724
48 O 0.050 -1.399 5.935
49 C 0.508 2.915 1.436
50 C 1.905 2.524 1.896
51 C 2.922 3.717 1.941
52 O 4.061 3.450 2.185
53 I 2.275 5.740 1.528
54 C 0.159 2.550 0.146
55 N 1.105 1.868 -0.674
56 Br 1.910 3.093 -1.879
57 H -5.878 -4.770 -0.702
58 H -5.811 -4.269 -2.439
59 H -5.399 -3.122 -1.189
60 H -3.771 -5.481 -2.129
61 H -3.411 -4.686 -0.517
62 H -3.428 -3.452 -3.363
63 H -3.476 -2.478 -1.913
64 H -1.296 -4.550 -2.542
65 H -1.267 -3.298 -1.238
66 H 0.762 -3.761 -1.932
67 H 1.784 -3.009 -0.713
68 H 3.502 -4.683 -0.767
69 H 5.842 -4.574 0.133
70 H 7.410 -2.936 -0.672
71 H 6.693 -1.310 -2.409
72 H 4.440 -1.373 -3.323
73 H 2.588 -1.591 0.486
74 H -2.640 0.444 -5.633
75 H -4.140 4.141 0.563
76 H -3.694 2.962 -0.734
77 H -3.120 4.527 -2.119
78 H -3.897 5.634 -1.136
79 H 0.734 -2.021 6.229
80 H 2.372 1.814 1.202
81 H 1.899 2.011 2.861

Results
Total energy, a.u.: -6960.316560
Highest occupied orbital energy, eV: -8.77
SMILES: CCCCOc1c(COc2ccccc2)c(S)c2c(c1C(F)(F)C(F)F)Sc1c(CN)c(Cl)c(C(=O)C(F)(F)C(F)(F)C(F)(F)C(=O)O)c(CC(=O)I)c1N2Br
HOMO-LUMO gap, eV: 8.039
Total charge: 0
LUMO level, Eh: -0.027
Largest force on an atom, eV/A: 2.10

No. 4
Entry from OMol25: a molecular structure, C33H25BrIrN10OS3 in a non-equilibrium geometry (ωB97M-V/def2-TZVPD).

Positions of all 74 atoms, in Å:
1 Ir -0.847 -1.727 0.392
2 Br -6.398 -0.161 5.521
3 C -5.279 -0.889 4.176
4 C -3.974 -0.427 4.024
5 C -3.186 -0.941 3.025
6 C -3.657 -1.901 2.104
7 C -4.987 -2.347 2.293
8 C -5.766 -1.868 3.316
9 N -2.835 -2.338 1.106
10 C -3.228 -3.357 0.305
11 C -2.443 -3.777 -0.759
12 C -2.816 -4.851 -1.611
13 C -1.980 -5.241 -2.616
14 C -0.790 -4.524 -2.831
15 C -0.490 -3.474 -1.996
16 N -1.257 -3.110 -0.968
17 H -3.584 0.328 4.687
18 H -2.169 -0.608 2.933
19 H -5.425 -3.069 1.627
20 H -6.764 -2.251 3.451
21 H -4.150 -3.884 0.496
22 H -3.759 -5.343 -1.431
23 H -2.223 -6.080 -3.245
24 H -0.113 -4.789 -3.624
25 H 0.402 -2.888 -2.171
26 S 3.602 -3.296 0.301
27 C 2.021 -2.774 0.411
28 S 1.507 -1.365 -0.443
29 S 0.862 -3.586 1.355
30 C 2.093 1.190 4.020
31 N 1.008 0.785 3.168
32 C 0.803 -0.398 2.595
33 N -0.265 -0.325 1.806
34 C -0.679 0.961 1.946
35 N 0.078 1.644 2.757
36 C 3.334 1.522 3.216
37 C 4.593 1.429 3.798
38 C 5.727 1.748 3.065
39 C 5.623 2.148 1.745
40 C 4.363 2.229 1.156
41 C 3.223 1.928 1.898
42 C 4.214 2.579 -0.235
43 N 5.148 2.890 -1.085
44 N 4.570 3.100 -2.259
45 C 3.289 2.915 -2.112
46 O 2.998 2.579 -0.833
47 C 2.265 3.003 -3.127
48 C 2.626 3.181 -4.463
49 C 1.640 3.227 -5.429
50 C 0.306 3.086 -5.079
51 C -0.061 2.914 -3.751
52 C -1.515 2.714 -3.386
53 N -1.697 1.439 -2.740
54 C -1.414 1.065 -1.492
55 N -1.648 -0.231 -1.353
56 C -2.088 -0.606 -2.579
57 N -2.122 0.384 -3.427
58 C 0.923 2.880 -2.775
59 H 2.308 0.392 4.735
60 H 1.753 2.071 4.571
61 H 1.417 -1.262 2.754
62 H -1.555 1.357 1.472
63 H 4.691 1.107 4.824
64 H 6.699 1.659 3.524
65 H 6.492 2.396 1.158
66 H 2.257 2.018 1.425
67 H 3.672 3.271 -4.712
68 H 1.909 3.359 -6.464
69 H -0.455 3.109 -5.844
70 H -2.124 2.697 -4.292
71 H -1.874 3.508 -2.726
72 H -1.073 1.726 -0.723
73 H -2.394 -1.598 -2.841
74 H 0.668 2.751 -1.734

Results
Total energy, a.u.: -5768.092262
Highest occupied orbital energy, eV: -10.14
HOMO-LUMO gap, eV: 5.391
Total charge: +1
LUMO level, Eh: -0.175
Largest force on an atom, eV/A: 4.99

No. 5
Entry from OMol25: a molecular structure, C33H25CrN2O3 in a non-equilibrium geometry (ωB97M-V/def2-TZVPD).

Positions of all 64 atoms, in Å:
1 C 5.777 -0.809 -2.528
2 C 5.153 0.268 -1.693
3 C 3.907 0.039 -1.093
4 C 3.325 1.034 -0.305
5 C 4.007 2.268 -0.160
6 C 5.236 2.526 -0.749
7 C 5.807 1.503 -1.515
8 N 3.170 3.047 0.628
9 C 2.056 2.318 0.932
10 C 0.974 2.934 1.738
11 N 2.124 1.098 0.404
12 H 6.749 -0.480 -2.908
13 H 5.918 -1.726 -1.941
14 H 5.132 -1.063 -3.380
15 H 3.366 -0.898 -1.223
16 H 5.709 3.496 -0.601
17 H 6.777 1.653 -1.992
18 H 3.340 4.005 0.912
19 H 0.147 2.227 1.836
20 H 1.354 3.200 2.735
21 H 0.618 3.852 1.247
22 O -2.780 4.210 -1.717
23 C -3.269 3.152 -1.706
24 Cr -3.849 1.357 -1.810
25 C -2.015 0.945 -1.602
26 O -0.878 0.708 -1.505
27 C -3.439 1.403 -3.667
28 O -3.056 1.485 -4.764
29 C -6.009 1.549 -1.829
30 C -5.535 1.924 -0.566
31 C -4.671 1.083 0.139
32 C -4.281 -0.175 -0.376
33 C -3.154 -0.892 0.228
34 C -2.124 -1.306 0.749
35 C -0.915 -1.795 1.269
36 C -0.037 -2.452 0.307
37 C -0.605 -2.824 -0.944
38 C 0.152 -3.366 -1.975
39 C 1.517 -3.610 -1.793
40 C 2.098 -3.295 -0.559
41 C 1.339 -2.733 0.471
42 C -0.704 -1.598 2.696
43 C -1.845 -1.264 3.480
44 C -1.762 -0.999 4.843
45 C -0.528 -1.070 5.501
46 C 0.608 -1.425 4.765
47 C 0.527 -1.678 3.393
48 C -4.807 -0.552 -1.633
49 C -5.652 0.298 -2.352
50 H -6.640 2.228 -2.407
51 H -5.798 2.898 -0.151
52 H -4.232 1.406 1.086
53 H -1.673 -2.664 -1.097
54 H -0.328 -3.612 -2.922
55 H 2.117 -4.049 -2.593
56 H 3.157 -3.501 -0.394
57 H 1.842 -2.508 1.401
58 H -2.817 -1.217 2.987
59 H -2.665 -0.742 5.396
60 H -0.456 -0.864 6.571
61 H 1.569 -1.516 5.272
62 H 1.441 -1.931 2.872
63 H -4.484 -1.502 -2.065
64 H -6.007 0.004 -3.341

Results
Total energy, a.u.: -2651.569508
Highest occupied orbital energy (alpha / beta), eV: -11.58 / -13.36
HOMO-LUMO gap (alpha / beta), eV: 6.496 / 4.204
Multiplicity: 4
Total charge: +2
LUMO level (alpha / beta), Eh: -0.187 / -0.337
ΔE to the lowest compared entry with this formula, charge and spin, kJ/mol: 0.0
Largest force on an atom, eV/A: 5.05

No. 6
Entry from OMol25: a molecular structure, C33H25F2N7ReS in a non-equilibrium geometry (ωB97M-V/def2-TZVPD).

Positions of all 69 atoms, in Å:
1 Re -0.366 -1.192 -0.038
2 N -4.748 -0.516 0.062
3 C -3.456 -0.532 0.362
4 S -2.597 -2.094 0.169
5 N -2.831 0.506 0.810
6 N -1.538 0.324 1.096
7 C -1.016 0.824 2.182
8 C -1.662 1.832 3.012
9 C -2.236 2.960 2.415
10 C -2.793 3.950 3.199
11 C -2.816 3.816 4.581
12 C -2.286 2.680 5.177
13 C -1.707 1.695 4.404
14 C 0.210 0.157 2.607
15 C 0.985 0.598 3.680
16 C 1.990 -0.213 4.178
17 C 2.198 -1.450 3.580
18 C 1.443 -1.791 2.471
19 N 0.485 -1.009 1.968
20 H -5.223 -1.377 -0.158
21 H -5.307 0.288 0.302
22 H -2.204 3.074 1.343
23 H -3.208 4.833 2.738
24 H -3.251 4.589 5.194
25 H -2.323 2.562 6.248
26 H -1.331 0.797 4.869
27 H 0.783 1.561 4.120
28 H 2.583 0.100 5.023
29 H 2.933 -2.141 3.962
30 H 1.595 -2.742 1.976
31 F 1.621 -6.289 -0.151
32 C 1.235 -5.234 -0.861
33 C 0.644 -4.163 -0.198
34 C 0.256 -3.036 -0.901
35 C 0.371 -3.036 -2.313
36 C 0.994 -4.121 -2.940
37 F 1.172 -4.123 -4.265
38 C 1.446 -5.217 -2.230
39 C -0.316 -1.940 -2.986
40 C -0.471 -1.800 -4.366
41 C -1.305 -0.815 -4.863
42 C -2.008 -0.014 -3.972
43 C -1.774 -0.173 -2.622
44 N -0.923 -1.078 -2.137
45 H 0.471 -4.254 0.865
46 H 1.911 -6.047 -2.738
47 H 0.046 -2.457 -5.044
48 H -1.429 -0.690 -5.928
49 H -2.728 0.709 -4.317
50 H -2.310 0.435 -1.904
51 N 2.167 -0.938 -0.459
52 C 2.658 0.295 -1.028
53 C 3.982 0.450 -1.363
54 C 4.446 1.633 -1.953
55 C 3.576 2.655 -2.218
56 C 2.217 2.543 -1.869
57 C 1.282 3.571 -2.104
58 C -0.012 3.410 -1.686
59 C -0.367 2.217 -1.045
60 N 0.459 1.217 -0.849
61 C 1.747 1.353 -1.241
62 H 2.645 -1.113 0.426
63 H 2.435 -1.708 -1.076
64 H 4.685 -0.348 -1.169
65 H 5.492 1.721 -2.195
66 H 3.919 3.563 -2.688
67 H 1.596 4.473 -2.606
68 H -0.753 4.175 -1.847
69 H -1.379 2.089 -0.688

Results
Total energy, a.u.: -2331.562212
Highest occupied orbital energy (alpha / beta), eV: -13.67 / -13.80
HOMO-LUMO gap (alpha / beta), eV: 6.513 / 6.274
Multiplicity: 2
Total charge: +2
LUMO level (alpha / beta), Eh: -0.263 / -0.277
ΔE to the lowest compared entry with this formula, charge and spin, kJ/mol: 3.7
Largest force on an atom, eV/A: 3.02